# 1
{"formula": "C48H52N3O6PSiSr", "method": "the ωB97M-V functional and the def2-TZVPD basis", "species": ["Sr", "C", "C", "C", "C", "C", "O", "C", "N", "C", "C", "C", "C", "C", "C", "P", "C", "C", "C", "C", "C", "C", "C", "C", "C", "C", "C", "C", "H", "H", "H", "H", "H", "H", "H", "H", "H", "H", "H", "H", "H", "H", "H", "H", "H", "H", "H", "H", "H", "H", "H", "H", "O", "C", "C", "C", "C", "C", "C", "C", "O", "O", "H", "H", "H", "H", "H", "C", "C", "C", "C", "Si", "O", "C", "C", "C", "C", "C", "C", "C", "C", "C", "C", "C", "C", "H", "H", "H", "H", "H", "H", "H", "H", "H", "H", "H", "H", "H", "H", "H", "H", "H", "H", "H", "N", "C", "N", "O", "H", "H", "H", "H"], "xyz": [[-0.140, 0.485, -0.476], [2.447, -0.241, 2.864], [1.741, 0.818, 3.709], [1.669, 2.193, 3.042], [0.347, 0.362, 4.162], [0.397, -0.571, 5.364], [-0.529, -1.623, 5.041], [-0.900, -1.422, 3.741], [-0.437, -0.400, 3.145], [-1.898, -2.459, 3.293], [-2.549, -3.141, 4.329], [-3.541, -4.072, 4.077], [-3.900, -4.347, 2.771], [-3.253, -3.693, 1.736], [-2.249, -2.752, 1.961], [-1.392, -2.048, 0.491], [-0.214, -3.393, 0.051], [0.490, -3.236, -1.149], [1.407, -4.195, -1.561], [1.653, -5.311, -0.769], [0.972, -5.466, 0.429], [0.037, -4.516, 0.834], [-2.672, -2.211, -0.828], [-3.660, -1.223, -0.851], [-4.673, -1.261, -1.801], [-4.701, -2.275, -2.751], [-3.715, -3.254, -2.742], [-2.711, -3.226, -1.782], [3.453, 0.091, 2.595], [1.911, -0.440, 1.939], [2.539, -1.192, 3.398], [2.316, 0.942, 4.632], [0.926, 2.224, 2.248], [2.628, 2.484, 2.607], [1.377, 2.958, 3.766], [-0.232, 1.255, 4.409], [0.068, -0.104, 6.288], [1.384, -1.006, 5.512], [-2.275, -2.919, 5.347], [-4.032, -4.574, 4.902], [-4.674, -5.072, 2.548], [-3.536, -3.931, 0.719], [0.292, -2.373, -1.788], [1.928, -4.068, -2.505], [2.370, -6.058, -1.089], [1.160, -6.334, 1.052], [-0.493, -4.659, 1.769], [-3.627, -0.408, -0.135], [-5.432, -0.488, -1.808], [-5.485, -2.299, -3.499], [-3.725, -4.043, -3.486], [-1.945, -3.992, -1.792], [-1.602, 5.047, 1.118], [-2.633, 4.815, 0.253], [-3.577, 5.791, -0.054], [-4.612, 5.506, -0.933], [-4.727, 4.240, -1.495], [-3.792, 3.270, -1.164], [-2.732, 3.548, -0.308], [-1.707, 2.479, -0.056], [-2.131, 1.322, 0.232], [-0.468, 2.745, -0.219], [-1.644, 5.957, 1.425], [-3.497, 6.776, 0.397], [-5.336, 6.277, -1.171], [-5.536, 4.012, -2.178], [-3.867, 2.270, -1.579], [-0.148, -1.841, -5.453], [-0.354, -0.316, -5.435], [0.133, 0.291, -6.758], [-1.856, -0.031, -5.259], [0.558, 0.370, -3.931], [-0.079, -0.202, -2.566], [0.389, 2.255, -4.014], [1.369, 3.160, -4.448], [1.141, 4.531, -4.461], [-0.083, 5.040, -4.032], [-1.073, 4.171, -3.596], [-0.836, 2.800, -3.593], [2.368, -0.158, -4.119], [2.851, -1.122, -3.221], [4.144, -1.626, -3.304], [5.006, -1.160, -4.291], [4.558, -0.205, -5.199], [3.255, 0.282, -5.117], [-0.694, -2.284, -6.297], [-0.523, -2.307, -4.531], [0.908, -2.115, -5.560], [-0.497, -0.063, -7.585], [1.163, -0.002, -6.989], [0.085, 1.387, -6.753], [-2.424, -0.527, -6.058], [-2.079, 1.040, -5.318], [-2.231, -0.403, -4.298], [2.342, 2.796, -4.763], [1.917, 5.205, -4.802], [-0.261, 6.109, -4.035], [-2.022, 4.558, -3.239], [-1.620, 2.136, -3.227], [2.201, -1.463, -2.422], [4.481, -2.378, -2.594], [6.017, -1.544, -4.358], [5.220, 0.152, -5.980], [2.927, 1.001, -5.861], [2.352, 2.719, -1.023], [2.844, 1.461, -0.925], [4.147, 1.271, -1.265], [2.153, 0.525, -0.460], [2.843, 3.417, -1.553], [1.365, 2.898, -0.845], [4.585, 1.930, -1.887], [4.393, 0.308, -1.433]], "orbital_gap_ev": 8.7311, "relative_energy_ev": 1.489, "spin_multiplicity": 1, "energy_ha": -3137.8517, "total_charge": 0}

# 2
{"formula": "C48H53BrF3LaN6O3S4Si2", "method": "the ωB97M-V functional and the def2-TZVPD basis", "species": ["La", "O", "C", "O", "C", "C", "C", "C", "C", "N", "H", "H", "H", "H", "C", "Si", "C", "N", "C", "C", "C", "C", "C", "C", "C", "C", "C", "C", "C", "C", "C", "C", "C", "C", "C", "H", "H", "H", "H", "H", "H", "H", "H", "H", "H", "H", "H", "H", "H", "H", "H", "H", "H", "H", "H", "H", "H", "H", "H", "F", "C", "F", "F", "C", "C", "C", "C", "N", "C", "S", "H", "H", "H", "O", "H", "H", "Br", "C", "C", "C", "C", "C", "N", "H", "H", "H", "H", "S", "C", "S", "C", "N", "N", "C", "C", "C", "C", "C", "C", "S", "H", "H", "H", "H", "H", "C", "Si", "C", "C", "C", "H", "H", "H", "H", "H", "H", "H", "H", "H", "H", "H"], "xyz": [[-0.778, -0.844, -1.427], [-3.938, 0.736, -4.641], [-2.900, 0.393, -4.068], [-2.752, -0.389, -3.083], [-1.596, 0.948, -4.667], [-1.653, 1.613, -5.889], [-0.479, 2.019, -6.497], [0.729, 1.749, -5.863], [0.695, 1.097, -4.647], [-0.437, 0.709, -4.047], [-2.632, 1.767, -6.319], [-0.496, 2.528, -7.453], [1.677, 2.031, -6.303], [1.619, 0.859, -4.129], [-1.812, 1.666, -0.975], [-1.223, 3.196, -0.248], [0.548, 3.564, -0.837], [1.429, 2.404, -0.584], [2.484, 2.132, -1.557], [3.826, 2.868, -1.306], [3.669, 3.958, -0.244], [3.079, 3.389, 1.053], [1.944, 2.366, 0.781], [-1.256, 3.244, 1.643], [-2.017, 2.314, 2.366], [-2.093, 2.363, 3.760], [-1.411, 3.353, 4.456], [-0.656, 4.295, 3.756], [-0.584, 4.239, 2.370], [-2.125, 4.813, -0.727], [-2.928, 5.536, 0.162], [-3.581, 6.702, -0.227], [-3.446, 7.179, -1.526], [-2.670, 6.469, -2.437], [-2.026, 5.301, -2.039], [-2.081, 1.882, -2.020], [-2.754, 1.355, -0.486], [0.927, 4.500, -0.391], [0.497, 3.743, -1.920], [2.098, 2.386, -2.542], [2.672, 1.049, -1.550], [4.191, 3.307, -2.237], [4.590, 2.156, -0.969], [3.018, 4.742, -0.638], [4.633, 4.425, -0.038], [2.708, 4.211, 1.673], [3.873, 2.897, 1.626], [1.119, 2.545, 1.465], [2.286, 1.356, 0.977], [-2.571, 1.537, 1.835], [-2.691, 1.629, 4.293], [-1.469, 3.396, 5.538], [-0.126, 5.074, 4.296], [0.006, 4.986, 1.838], [-3.040, 5.182, 1.184], [-4.202, 7.238, 0.483], [-3.943, 8.095, -1.828], [-2.575, 6.821, -3.459], [-1.435, 4.751, -2.771], [4.272, -5.141, 2.770], [3.249, -4.579, 2.045], [3.026, -5.414, 1.018], [2.166, -4.607, 2.845], [3.624, -3.190, 1.617], [4.783, -2.654, 2.133], [5.191, -1.386, 1.757], [4.383, -0.721, 0.857], [3.234, -1.192, 0.364], [2.792, -2.434, 0.723], [1.311, -3.079, 0.136], [5.379, -3.232, 2.826], [6.102, -0.940, 2.138], [4.681, 0.261, 0.497], [0.098, -0.155, 1.271], [-0.381, -0.842, 1.760], [-0.385, 0.658, 1.457], [-0.618, -2.414, -4.882], [1.212, -2.191, -4.499], [2.142, -2.488, -5.481], [3.477, -2.332, -5.165], [3.823, -1.901, -3.895], [2.815, -1.619, -2.990], [1.514, -1.756, -3.285], [1.813, -2.829, -6.453], [4.238, -2.552, -5.904], [4.858, -1.785, -3.603], [3.021, -1.284, -1.982], [-4.880, -0.711, 7.010], [-4.017, -1.092, 5.621], [-4.558, -0.556, 4.070], [-3.138, -1.253, 3.249], [-2.363, -1.832, 4.115], [-2.849, -1.765, 5.431], [-1.985, -2.398, 6.398], [-2.379, -2.713, 7.698], [-1.479, -3.319, 8.570], [-0.190, -3.632, 8.172], [0.197, -3.341, 6.869], [-0.685, -2.734, 5.989], [-2.935, -1.088, 1.577], [-3.374, -2.490, 8.033], [-1.804, -3.550, 9.579], [0.503, -4.098, 8.863], [1.196, -3.589, 6.528], [-0.390, -2.519, 4.974], [-2.763, -5.404, -3.541], [-1.729, -4.811, -2.064], [-2.144, -5.945, -0.617], [0.047, -5.245, -2.527], [-2.142, -3.074, -1.643], [-2.841, -6.500, -3.580], [-2.324, -5.061, -4.490], [-3.779, -4.989, -3.478], [-2.081, -7.010, -0.883], [-3.158, -5.737, -0.249], [-1.445, -5.756, 0.212], [0.156, -6.331, -2.664], [0.739, -4.931, -1.736], [0.360, -4.758, -3.461], [-2.863, -2.714, -2.389], [-2.666, -3.087, -0.675]], "orbital_gap_ev": 6.0915, "relative_energy_ev": 1.722, "spin_multiplicity": 1, "energy_ha": -7492.3432, "total_charge": -2}

# 3
{"formula": "C48H53FN6O4P2Se4W", "method": "the ωB97M-V functional and the def2-TZVPD basis", "species": ["W", "N", "C", "C", "C", "N", "H", "H", "H", "H", "H", "H", "H", "H", "H", "H", "Se", "P", "C", "C", "C", "C", "C", "C", "C", "C", "C", "C", "C", "C", "C", "C", "N", "N", "N", "P", "Se", "C", "C", "C", "C", "C", "C", "C", "C", "C", "C", "C", "C", "H", "H", "H", "H", "H", "H", "H", "H", "H", "H", "H", "H", "H", "H", "H", "H", "H", "H", "H", "H", "O", "C", "C", "C", "O", "C", "Se", "C", "Se", "H", "H", "H", "H", "H", "H", "H", "H", "H", "H", "F", "C", "O", "C", "C", "C", "C", "C", "C", "N", "C", "C", "C", "C", "C", "C", "C", "O", "H", "H", "H", "H", "H", "H", "H", "H", "H", "H", "H", "H", "H"], "xyz": [[-0.472, 0.306, -0.402], [1.899, 0.998, -0.373], [2.811, 1.092, 0.794], [2.559, 2.301, 1.675], [1.392, 2.086, 2.606], [0.171, 1.974, 1.802], [2.268, 0.289, -0.995], [1.963, 1.879, -0.881], [3.837, 1.133, 0.421], [2.705, 0.171, 1.367], [2.376, 3.186, 1.056], [3.458, 2.507, 2.260], [1.331, 2.895, 3.338], [1.536, 1.155, 3.153], [-0.043, 2.884, 1.411], [-0.620, 1.742, 2.391], [0.005, -1.116, -7.644], [0.669, -2.152, -5.965], [2.447, -2.511, -5.993], [3.286, -1.457, -6.364], [4.648, -1.668, -6.510], [5.183, -2.935, -6.296], [4.358, -3.982, -5.916], [2.990, -3.771, -5.764], [-0.232, -3.691, -5.698], [-1.285, -3.755, -4.791], [-2.095, -4.882, -4.742], [-1.848, -5.951, -5.591], [-0.807, -5.887, -6.509], [-0.011, -4.754, -6.577], [0.449, -1.179, -4.413], [0.810, -1.307, -3.094], [0.486, -0.123, -2.463], [-0.018, 0.688, -3.414], [-0.049, 0.082, -4.555], [1.541, -2.595, -2.123], [1.321, -1.832, -0.109], [3.288, -2.726, -2.486], [3.947, -1.614, -3.008], [5.329, -1.630, -3.126], [6.048, -2.751, -2.734], [5.391, -3.862, -2.221], [4.010, -3.850, -2.084], [0.746, -4.184, -2.273], [1.273, -5.176, -3.098], [0.660, -6.418, -3.153], [-0.474, -6.666, -2.392], [-1.008, -5.671, -1.582], [-0.399, -4.428, -1.515], [2.856, -0.484, -6.577], [5.290, -0.851, -6.817], [6.242, -3.109, -6.446], [4.772, -4.971, -5.760], [2.348, -4.600, -5.507], [-1.491, -2.914, -4.138], [-2.927, -4.921, -4.048], [-2.482, -6.830, -5.553], [-0.635, -6.708, -7.195], [0.760, -4.678, -7.335], [3.383, -0.750, -3.345], [5.843, -0.769, -3.536], [7.126, -2.762, -2.836], [5.954, -4.739, -1.928], [3.502, -4.707, -1.662], [2.156, -4.981, -3.690], [1.069, -7.193, -3.789], [-0.944, -7.641, -2.430], [-1.895, -5.869, -0.993], [-0.800, -3.655, -0.871], [-2.450, 0.794, -2.234], [-3.132, 1.930, -2.736], [-3.054, 3.032, -1.705], [-4.044, 4.122, -2.183], [-4.007, 5.282, -1.371], [-3.506, 2.583, -0.327], [-2.601, 1.129, 0.615], [-1.693, 3.692, -1.668], [-0.122, 2.651, -1.188], [-2.595, 0.046, -2.824], [-4.179, 1.665, -2.917], [-2.677, 2.259, -3.675], [-5.051, 3.699, -2.236], [-3.753, 4.423, -3.192], [-4.741, 5.277, -0.750], [-4.540, 2.234, -0.366], [-3.433, 3.412, 0.373], [-1.695, 4.523, -0.969], [-1.434, 4.064, -2.659], [-1.438, -1.114, -1.126], [5.157, -1.130, 3.705], [3.725, -1.245, 3.697], [3.182, -2.406, 3.256], [3.881, -3.464, 2.698], [3.184, -4.601, 2.308], [1.809, -4.701, 2.485], [1.108, -3.644, 3.035], [1.796, -2.497, 3.400], [1.203, -1.371, 4.067], [-0.010, -0.986, 4.170], [-1.144, -1.542, 3.439], [-2.071, -2.259, 4.204], [-3.119, -2.918, 3.602], [-3.270, -2.808, 2.223], [-2.410, -2.029, 1.468], [-1.334, -1.374, 2.060], [-0.543, -0.516, 1.375], [5.377, -0.158, 4.131], [5.550, -1.186, 2.690], [5.601, -1.910, 4.323], [4.955, -3.417, 2.582], [3.733, -5.426, 1.869], [1.284, -5.604, 2.206], [0.040, -3.723, 3.189], [1.900, -0.837, 4.584], [-0.181, -0.224, 4.930], [-1.924, -2.338, 5.277], [-3.812, -3.499, 4.194], [-4.092, -3.311, 1.729], [-2.599, -1.897, 0.417]], "orbital_gap_ev": 4.7167, "relative_energy_ev": 1.792, "spin_multiplicity": 1, "energy_ha": -12945.3100, "total_charge": 2}

# 4
{"formula": "C48H53I2NO8S", "method": "the ωB97M-V functional and the def2-TZVPD basis", "species": ["C", "C", "C", "C", "N", "C", "C", "C", "C", "I", "C", "C", "I", "C", "C", "C", "C", "C", "C", "C", "C", "C", "O", "C", "O", "S", "O", "O", "H", "H", "H", "H", "H", "H", "H", "H", "H", "H", "H", "H", "H", "H", "H", "H", "H", "H", "H", "H", "H", "H", "H", "H", "H", "H", "H", "H", "H", "H", "H", "H", "H", "H", "H", "H", "H", "O", "C", "C", "C", "C", "C", "C", "C", "C", "O", "C", "C", "C", "C", "C", "C", "H", "H", "H", "H", "H", "H", "H", "H", "O", "C", "C", "C", "C", "C", "C", "C", "C", "O", "C", "C", "C", "C", "C", "C", "H", "H", "H", "H", "H", "H", "H", "H"], "xyz": [[-1.821, 1.031, -3.675], [-2.177, -0.105, -4.647], [-1.621, 0.039, -6.078], [-0.400, -0.827, -6.356], [0.754, -0.360, -5.561], [1.760, -1.332, -5.148], [2.965, -0.598, -4.570], [3.202, -0.808, -3.066], [4.306, 0.086, -2.593], [6.262, -0.494, -3.028], [4.144, 1.259, -2.042], [5.206, 2.230, -1.633], [2.179, 1.923, -1.733], [3.400, -2.295, -2.779], [3.622, -2.635, -1.308], [2.434, -2.342, -0.379], [2.836, -2.093, 1.080], [1.838, -1.259, 1.884], [0.501, -1.917, 2.282], [-0.670, -0.929, 2.287], [-1.288, -0.700, 0.901], [-2.718, -1.252, 0.725], [-2.898, -2.199, -0.301], [-2.260, -3.430, -0.053], [2.214, -3.034, -3.212], [0.968, -2.379, -3.917], [0.338, -1.519, -2.968], [0.304, -3.458, -4.573], [-2.702, 1.383, -3.130], [-1.395, 1.895, -4.192], [-1.084, 0.691, -2.944], [-3.262, -0.213, -4.713], [-1.814, -1.035, -4.207], [-2.386, -0.206, -6.819], [-1.334, 1.082, -6.258], [-0.599, -1.867, -6.099], [-0.145, -0.804, -7.423], [1.254, 0.331, -6.110], [2.071, -2.034, -5.935], [2.806, 0.468, -4.753], [3.879, -0.897, -5.092], [2.320, -0.486, -2.515], [5.982, 1.725, -1.050], [5.683, 2.667, -2.514], [4.801, 3.038, -1.029], [4.210, -2.669, -3.409], [3.881, -3.697, -1.256], [4.499, -2.075, -0.963], [1.739, -3.184, -0.433], [1.889, -1.463, -0.737], [2.979, -3.051, 1.593], [3.804, -1.579, 1.086], [2.338, -0.959, 2.810], [1.626, -0.338, 1.324], [0.604, -2.325, 3.292], [0.276, -2.761, 1.621], [-1.453, -1.250, 2.980], [-0.284, 0.015, 2.688], [-0.659, -1.147, 0.124], [-1.318, 0.373, 0.682], [-3.059, -1.697, 1.675], [-3.409, -0.445, 0.473], [-2.611, -4.133, -0.808], [-2.509, -3.813, 0.947], [-1.174, -3.350, -0.140], [-3.051, 7.807, -4.012], [-2.001, 7.555, -3.463], [-0.884, 8.545, -3.437], [-1.075, 9.785, -4.034], [-0.062, 10.728, -4.009], [1.147, 10.438, -3.387], [1.346, 9.203, -2.795], [0.333, 8.252, -2.819], [0.579, 6.923, -2.184], [1.650, 6.651, -1.687], [-0.547, 5.944, -2.188], [-0.361, 4.711, -1.577], [-1.390, 3.784, -1.560], [-2.612, 4.086, -2.153], [-2.802, 5.314, -2.763], [-1.772, 6.246, -2.785], [-2.024, 9.989, -4.510], [-0.214, 11.693, -4.474], [1.935, 11.179, -3.364], [2.279, 8.953, -2.310], [0.596, 4.492, -1.126], [-1.245, 2.819, -1.090], [-3.413, 3.359, -2.140], [-3.742, 5.569, -3.233], [-1.262, -2.985, 5.788], [-1.473, -3.722, 6.726], [-0.369, -4.165, 7.627], [0.917, -3.694, 7.389], [1.956, -4.076, 8.221], [1.716, -4.927, 9.293], [0.438, -5.403, 9.531], [-0.609, -5.026, 8.698], [-1.974, -5.565, 8.970], [-2.174, -6.345, 9.875], [-3.082, -5.104, 8.082], [-4.370, -5.563, 8.327], [-5.417, -5.141, 7.526], [-5.183, -4.258, 6.477], [-3.901, -3.801, 6.226], [-2.846, -4.222, 7.026], [1.080, -3.031, 6.551], [2.957, -3.709, 8.035], [2.529, -5.220, 9.944], [0.229, -6.071, 10.355], [-4.529, -6.248, 9.148], [-6.420, -5.499, 7.717], [-6.004, -3.928, 5.854], [-3.695, -3.119, 5.413]], "orbital_gap_ev": 8.0230, "smiles": "CCCCN[C@H]1C[C@H](/C(I)=C(/C)I)[C@@H](CCCCCCCCOC)OS1(=O)=O.O=C1c2ccccc2C(=O)c2ccccc21.O=C1c2ccccc2C(=O)c2ccccc21", "spin_multiplicity": 1, "energy_ha": -3511.1192, "total_charge": 0}